1.
A structure of composition C41H35Cl2N10O3S3Zr, computed with ωB97M-V/def2-TZVPD.

```
95
Properties=species:S:1:pos:R:3:forces:R:3
Zr 0.519203 0.103173 1.057810 0.29 0.02 -0.11
Cl 5.893194 -2.399728 -2.609055 -0.01 0.00 0.00
C 4.383909 -2.396830 -1.754475 -0.01 -0.01 -0.01
C 4.250025 -1.540937 -0.663134 0.04 0.00 0.06
C 3.032403 -1.455237 -0.001907 -0.02 -0.09 -0.08
N 2.685799 -0.604370 1.064363 -0.04 0.11 -0.02
C 3.636830 0.006649 1.785797 -0.03 -0.01 -0.02
O 4.852195 0.000364 1.621151 0.00 0.00 0.00
C 3.078772 0.808746 2.936553 0.03 0.02 0.04
C 3.963595 1.317870 3.871497 0.00 0.01 -0.01
C 3.479044 2.106619 4.899567 -0.01 0.00 0.00
C 2.121450 2.376242 4.937652 0.01 0.00 -0.01
C 1.301558 1.828920 3.966935 -0.03 0.02 0.02
N 1.755695 1.037917 2.984934 0.03 -0.06 -0.08
C 1.956208 -2.252712 -0.436882 0.07 0.03 -0.02
C 2.117957 -3.148122 -1.476785 -0.05 -0.02 0.02
C 3.331667 -3.201993 -2.156317 0.01 0.02 0.02
Cl 3.468018 -4.246109 -3.529389 0.00 -0.01 -0.01
N 0.789430 -2.012341 0.291643 -0.02 0.09 0.12
C 0.109085 -3.061320 0.787599 0.07 -0.06 -0.08
O -0.023301 -4.176218 0.307017 -0.06 0.01 0.05
C -0.360276 -2.786174 2.197243 0.00 0.06 0.03
C -0.959579 -3.787878 2.938715 -0.02 -0.06 -0.01
C -1.164768 -3.589603 4.292815 0.02 0.05 -0.01
C -0.750634 -2.391809 4.855988 -0.02 -0.04 0.00
C -0.189519 -1.429534 4.038178 0.01 0.04 0.00
N 0.000071 -1.606928 2.727127 -0.12 -0.08 0.00
H 5.098324 -0.961200 -0.336374 -0.01 0.01 0.00
H 5.011372 1.081067 3.755801 0.00 0.00 0.00
H 4.145977 2.510784 5.649563 0.00 0.00 0.00
H 1.689157 3.000905 5.706330 -0.01 0.00 0.00
H 0.237149 2.017377 3.973187 0.00 0.00 -0.01
H 1.299945 -3.788896 -1.771488 0.00 0.00 -0.01
H -1.202709 -4.713399 2.435038 0.00 0.00 0.01
H -1.616666 -4.359803 4.903355 0.00 0.00 0.00
H -0.860310 -2.196941 5.913105 0.00 0.01 0.00
H 0.117441 -0.475687 4.443474 0.00 -0.01 0.01
S -1.588061 0.947380 2.762925 -0.04 -0.10 0.08
C -1.602156 2.214300 1.625702 0.00 0.06 -0.10
N -0.751527 2.171490 0.631124 -0.07 -0.03 0.03
C -0.927209 3.244774 -0.239477 0.03 0.01 0.00
C -0.238528 3.484165 -1.428484 -0.02 0.01 0.00
C -0.564986 4.598795 -2.179071 0.01 -0.01 -0.01
C -1.563632 5.483552 -1.766778 -0.01 0.01 0.01
C -2.261046 5.256377 -0.594863 0.00 -0.01 -0.01
C -1.937517 4.132844 0.155373 -0.02 -0.03 0.01
S -2.680433 3.570886 1.624756 0.02 0.02 0.01
H 0.524726 2.796680 -1.756191 0.01 0.00 0.00
H -0.036080 4.789953 -3.103716 0.00 0.00 0.00
H -1.796259 6.351010 -2.369381 0.00 0.00 0.00
H -3.042865 5.931234 -0.272514 0.00 0.00 0.00
C 3.019556 0.097976 -4.070072 -0.01 0.01 0.01
N 1.882896 -0.181233 -3.196401 -0.01 -0.01 -0.03
C 0.858519 -1.095942 -3.683914 0.00 0.01 0.01
C 1.746854 0.389203 -1.987559 0.01 0.00 -0.01
N 0.706083 0.267051 -1.222320 0.02 0.01 0.10
N 2.814663 1.180174 -1.588363 0.03 -0.02 0.00
C 2.837733 2.026428 -0.496725 0.00 0.04 0.01
N 3.857685 2.925801 -0.522185 -0.02 -0.01 0.00
N 1.944453 1.971365 0.421546 -0.08 -0.06 0.02
H 2.775248 -0.247515 -5.069841 0.01 -0.01 0.00
H 3.921192 -0.428714 -3.743905 0.00 0.00 0.00
H 3.212383 1.169314 -4.134831 0.00 0.00 0.00
H 1.309669 -1.766763 -4.410570 0.00 0.00 0.00
H 0.033461 -0.554483 -4.155361 0.00 0.00 0.00
H 0.475170 -1.714616 -2.874082 0.01 0.00 0.00
H -0.030126 -0.290665 -1.636839 0.00 0.03 -0.01
H 3.706171 0.971079 -2.007536 0.00 0.00 0.00
H 4.512423 2.929457 -1.284536 -0.01 0.00 -0.01
H 4.197677 3.280313 0.355296 0.00 0.00 0.00
H 1.997177 2.760034 1.056517 0.01 0.03 -0.02
O -1.416179 -0.566691 0.107025 -0.16 0.03 0.09
S -2.815707 -0.998108 0.551443 0.15 0.05 -0.02
C -3.184145 -2.299784 -0.594865 -0.02 -0.03 0.00
C -3.205746 -2.091715 -1.970076 -0.02 -0.01 0.00
C -3.379213 -3.179101 -2.804921 0.00 -0.01 0.00
C -3.528895 -4.456389 -2.268371 0.00 0.01 -0.02
C -3.513143 -4.650565 -0.898460 0.01 0.00 0.01
C -3.336720 -3.564454 -0.050966 -0.01 -0.01 -0.01
C -3.875397 0.306198 -0.032871 0.10 0.03 -0.08
C -5.137171 0.438426 0.524464 0.00 -0.05 0.04
C -5.963704 1.454676 0.070947 -0.02 0.02 0.01
C -5.519847 2.326322 -0.914658 0.01 0.01 -0.02
C -4.246347 2.191183 -1.451974 -0.01 -0.01 0.00
C -3.412694 1.176073 -1.008768 0.00 0.02 0.01
H -3.100944 -1.094727 -2.378378 0.01 0.00 0.00
H -3.406676 -3.036299 -3.877128 0.00 0.00 0.00
H -3.657631 -5.303114 -2.929324 -0.01 0.00 0.00
H -3.622859 -5.644100 -0.486666 0.00 0.00 0.00
H -3.304649 -3.698307 1.023249 0.01 -0.01 0.00
H -5.466136 -0.236752 1.305382 -0.01 0.01 0.00
H -6.951289 1.573589 0.495462 0.00 0.00 0.00
H -6.168257 3.121341 -1.258569 0.00 0.00 0.00
H -3.892906 2.882732 -2.206071 0.00 0.01 0.00
H -2.404770 1.075034 -1.390220 0.00 0.01 0.01
```
Forces are in eV/Å.

For the LUMO energy, the calculation gives -2.389 eV. Its charge is +1. As for the HOMO energy: -9.74 eV. The value obtained for the gap between HOMO and LUMO is 7.348 eV. The energy above the lowest of the compared OMol25 structures with the same formula, charge and spin is 0.00 kcal/mol.


2.
A structure of composition C41H35N10O2PbSe at a distorted geometry, computed with ωB97M-V/def2-TZVPD.

```
90
Properties=species:S:1:pos:R:3:forces:R:3
Pb 1.086796 0.713613 0.593470 -0.49 -0.47 0.31
O -0.739836 0.508192 -1.663594 -0.13 -0.31 0.47
C -1.046467 1.230032 -2.789185 -0.29 0.12 -0.52
C -2.320010 1.231701 -3.344363 0.06 -0.21 0.23
C -2.594261 1.965795 -4.482830 0.21 0.05 0.01
C -1.587684 2.690721 -5.096869 -0.12 0.06 -0.08
C -0.319444 2.676244 -4.556317 -0.02 -0.13 0.19
C -0.009256 1.968875 -3.387376 -0.64 -0.26 -0.05
C 1.348117 2.150609 -2.900583 0.70 0.30 0.02
N 1.834994 1.915715 -1.754362 -0.50 -0.18 -0.26
C 3.153563 2.427459 -1.489268 0.59 0.13 -0.06
C 4.007195 1.452645 -0.677806 0.05 0.17 -0.41
N 3.400712 1.216076 0.606997 0.19 0.22 0.50
C 4.133708 1.291823 1.666125 0.07 0.03 -0.47
C 3.755156 1.098880 3.017004 -0.34 -0.01 0.63
C 4.814555 0.972779 3.941377 -0.06 -0.08 0.00
C 4.598807 0.679707 5.257560 0.29 -0.04 0.11
C 3.285667 0.526134 5.717556 0.02 0.05 -0.12
C 2.229434 0.720524 4.873677 -0.09 -0.10 -0.05
C 2.407848 1.028366 3.498901 0.37 -0.01 0.33
O 1.365285 1.241073 2.783207 -0.19 0.33 -0.49
H -3.105129 0.646640 -2.891686 -0.02 -0.03 0.10
H -3.593905 1.958991 -4.886351 -0.11 0.00 -0.07
H -1.792078 3.263753 -5.986614 0.00 0.05 -0.11
H 0.464688 3.242765 -5.036826 0.11 0.05 -0.02
H 1.984525 2.648840 -3.651829 -0.06 -0.06 0.13
H 3.004814 3.334009 -0.894904 0.20 0.08 0.04
H 3.678669 2.706671 -2.414755 -0.02 -0.01 0.10
H 5.025274 1.850165 -0.578338 -0.10 0.00 0.00
H 4.066628 0.508522 -1.222367 0.08 0.03 -0.08
H 5.204136 1.488601 1.531988 -0.03 0.03 -0.10
H 5.826572 1.090874 3.579329 0.12 0.00 -0.05
H 5.428113 0.565762 5.936115 0.11 -0.01 0.07
H 3.109524 0.263284 6.749393 -0.04 0.01 0.14
H 1.212949 0.631777 5.227741 -0.11 0.03 0.00
C -4.786588 1.466459 3.405835 0.01 0.04 0.11
C -3.957008 1.007349 2.253789 0.03 -0.04 -0.15
C -3.859341 -0.335559 1.906352 0.09 0.22 -0.07
C -3.084708 -0.744310 0.842225 0.17 -0.03 -0.12
C -2.402846 0.172156 0.030137 -0.03 0.56 0.25
N -1.787061 -0.263999 -1.133999 0.31 0.27 -0.44
C -1.962012 -1.543864 -1.675359 0.26 -0.30 -0.50
C -3.252271 -2.068452 -1.780038 0.18 0.10 -0.02
C -3.462170 -3.344252 -2.257483 0.10 0.04 0.01
C -2.405127 -4.131287 -2.709373 -0.02 0.22 0.01
C -2.645385 -5.517584 -3.219397 0.01 0.04 -0.08
C -1.135065 -3.574015 -2.690639 -0.15 0.10 0.05
C -0.900320 -2.305930 -2.170178 -0.53 -0.17 0.12
N 0.433772 -1.840232 -2.152319 0.33 0.00 -0.32
C 1.199206 -1.563971 -3.228891 0.31 0.13 -0.05
C 2.458956 -1.278774 -2.759249 -0.08 -0.06 -0.10
C 2.361415 -1.437267 -1.370887 -0.20 -0.20 -0.38
N 1.128992 -1.767983 -1.019516 -0.09 -0.36 0.62
C -2.445123 1.518767 0.422595 -0.24 -0.17 0.38
C -3.215839 1.910557 1.511108 -0.03 -0.34 0.01
N -1.678565 2.559855 -0.170142 -0.09 0.25 -0.38
C -2.134377 3.604685 -0.885416 0.14 0.34 -0.18
C -1.113412 4.524734 -0.965475 -0.23 -0.03 -0.08
C -0.068386 3.957012 -0.234649 -0.38 -0.17 -0.06
N -0.423559 2.774158 0.235024 0.37 0.37 0.61
H -5.477835 0.691964 3.720655 -0.10 -0.06 0.08
H -5.356751 2.352239 3.140171 -0.08 0.10 0.05
H -4.145166 1.717386 4.249638 -0.04 0.05 0.12
H -4.404235 -1.079195 2.468492 -0.02 -0.08 0.12
H -3.008583 -1.796320 0.618401 -0.04 -0.04 0.00
H -4.086507 -1.466621 -1.447985 -0.05 -0.01 -0.03
H -4.470555 -3.727909 -2.283489 -0.11 -0.09 -0.03
H -3.538658 -5.937858 -2.763388 0.00 -0.10 -0.01
H -1.796421 -6.162085 -3.004739 0.00 -0.09 -0.01
H -2.794456 -5.501748 -4.299362 -0.01 -0.07 -0.05
H -0.291580 -4.135756 -3.064088 0.13 -0.07 0.02
H 0.801365 -1.591064 -4.223139 -0.13 0.00 -0.20
H 3.322975 -0.992189 -3.323115 0.14 -0.02 -0.20
H 3.120398 -1.380440 -0.617428 0.15 0.10 0.23
H -3.230974 2.958706 1.773286 0.08 0.12 0.01
H -3.126664 3.626024 -1.285434 -0.26 -0.06 -0.05
H -1.120669 5.464386 -1.475372 -0.07 0.23 -0.11
H 0.895892 4.362782 -0.006688 0.30 0.04 0.00
Se 4.334540 -3.115055 2.278396 -0.13 0.02 0.06
N 3.185056 -3.948821 3.286553 -0.46 -0.72 0.72
C 2.013144 -3.334140 3.189711 0.89 0.32 -0.52
C 0.822521 -3.677188 3.858268 -0.78 0.20 0.13
C -0.268920 -2.879987 3.637340 0.41 -0.79 0.42
C -0.178302 -1.783784 2.754335 0.53 0.41 -0.51
N 0.898349 -1.454217 2.087397 -0.64 0.05 0.24
C 2.002693 -2.189109 2.302320 0.95 -1.00 0.36
N 3.173155 -1.937165 1.730502 -0.52 0.93 -0.59
H 0.793398 -4.530724 4.517447 0.00 -0.06 0.07
H -1.209060 -3.085856 4.127694 -0.03 0.02 0.02
H -1.040984 -1.152130 2.595347 -0.17 0.08 -0.02
```
Forces are in eV/Å.

For the LUMO energy, the calculation gives -3.239 eV. Its charge is +1. As for the HOMO energy: -9.65 eV. The value obtained for the gap between HOMO and LUMO is 6.413 eV. The energy above the lowest of the compared OMol25 structures with the same formula, charge and spin is 0.00 kcal/mol.


3.
A structure of composition C41H35N3OPPtS3, computed with ωB97M-V/def2-TZVPD.

```
85
Properties=species:S:1:pos:R:3:forces:R:3
Pt -0.125047 0.627560 0.976427 0.63 -0.08 0.02
S 1.354167 0.716288 2.932710 -0.17 0.57 -0.10
C -0.017051 -0.085438 3.580176 -0.05 0.03 -0.04
N -0.937235 -0.368083 2.685969 0.07 0.06 0.21
C -2.152559 -0.718888 3.274113 0.11 -0.40 0.00
C -3.372849 -0.947695 2.645246 0.01 0.03 -0.03
C -4.453764 -1.323439 3.419142 -0.01 -0.01 0.00
C -4.337518 -1.479916 4.802567 0.01 0.01 -0.01
C -3.136281 -1.237188 5.440327 -0.01 0.03 0.00
C -2.053647 -0.838983 4.665108 -0.01 -0.02 0.00
S -0.462399 -0.381310 5.214668 0.04 0.00 0.00
H -3.464252 -0.812989 1.577423 0.00 0.12 0.04
H -5.410097 -1.497166 2.943993 0.00 0.01 0.00
H -5.199861 -1.776111 5.383736 0.00 -0.01 0.00
H -3.046407 -1.331578 6.514001 0.00 -0.01 0.00
C -3.589691 -3.471135 -1.156342 0.01 0.01 0.00
C -2.785385 -3.368815 0.130426 -0.04 -0.04 -0.13
N -1.343837 -3.374418 -0.107435 0.03 -0.02 -0.04
C -0.738045 -4.713513 -0.184237 0.02 0.00 0.04
C -0.238556 -5.179956 1.173343 0.00 0.01 -0.01
C -0.584661 -2.292799 -0.262893 -0.04 -0.09 -0.05
S -1.437551 -0.741373 -0.448863 -0.26 0.24 -0.07
N 0.709733 -2.524138 -0.457970 -0.01 0.20 0.15
C 1.656856 -1.612515 -0.337470 -0.27 0.05 -0.30
O 1.554517 -0.503321 0.255819 0.06 -0.35 0.30
C 2.974917 -1.897708 -0.957936 0.04 -0.11 0.02
C 3.118374 -2.954074 -1.854714 0.02 0.02 0.01
C 4.342914 -3.185437 -2.459106 0.00 0.00 0.00
C 5.428975 -2.371985 -2.162080 0.00 0.00 0.00
C 5.290705 -1.324338 -1.261059 -0.01 0.00 -0.01
C 4.065639 -1.083411 -0.661211 0.01 0.03 0.00
H -4.654347 -3.515301 -0.926463 0.00 0.00 -0.01
H -3.329582 -4.368262 -1.719082 0.00 0.00 0.00
H -3.410515 -2.602640 -1.791097 0.00 0.00 0.00
H -2.991763 -4.216909 0.784830 -0.01 0.00 0.00
H -3.041472 -2.470648 0.674410 -0.01 0.03 0.01
H 0.079243 -4.677429 -0.898493 -0.01 0.00 -0.02
H -1.507088 -5.382258 -0.571270 -0.01 0.00 0.02
H 0.540718 -4.511529 1.538361 0.00 0.00 0.00
H 0.178809 -6.183405 1.093052 0.00 0.00 0.00
H -1.047576 -5.208290 1.904989 0.00 0.00 0.00
H 2.265431 -3.581731 -2.073110 0.00 0.00 0.00
H 4.453584 -4.003551 -3.158285 0.00 0.00 0.00
H 6.386170 -2.558253 -2.631271 0.00 0.00 0.00
H 6.138822 -0.695598 -1.023847 0.00 0.00 0.00
H 3.947693 -0.270226 0.043181 -0.01 0.00 -0.02
C 5.114641 2.942900 -0.705359 0.01 0.01 0.00
C 4.479809 2.763740 -1.924361 0.00 -0.02 -0.01
C 3.135275 2.421884 -1.968011 -0.02 0.02 -0.02
C 2.428150 2.249086 -0.781358 -0.01 0.10 0.17
C 3.066951 2.445738 0.443646 0.03 -0.05 -0.06
C 4.406492 2.789764 0.480575 0.01 -0.01 0.00
P 0.660957 1.924434 -0.753265 -0.24 -0.15 0.14
C 0.158797 1.272269 -2.351544 0.17 -0.03 -0.07
C -1.098758 1.601265 -2.853403 0.05 0.07 -0.04
C -1.556166 1.001436 -4.015490 0.01 0.01 -0.02
C -0.765919 0.071145 -4.676141 -0.01 -0.01 0.01
C 0.486502 -0.260039 -4.177456 0.00 -0.01 0.01
C 0.950317 0.335494 -3.015535 -0.04 -0.07 0.06
C -0.233915 3.445587 -0.494850 0.01 0.00 -0.04
C -0.038873 4.567934 -1.257732 -0.06 -0.04 -0.07
C -0.814343 5.714515 -1.018486 0.02 0.01 -0.01
C -1.731117 5.711880 -0.003620 0.00 0.00 0.02
C -1.912695 4.583272 0.829582 0.03 0.00 -0.01
C -2.773347 4.624856 1.952412 -0.01 0.03 0.01
C -2.814353 3.568281 2.804966 0.00 -0.02 0.02
C -2.048545 2.401442 2.560451 -0.02 0.00 -0.05
C -1.266852 2.277840 1.446789 -0.13 -0.29 -0.19
C -1.164763 3.407754 0.568674 0.10 0.11 0.23
H 6.162466 3.211443 -0.677029 0.00 -0.01 0.00
H 5.029131 2.890197 -2.847664 0.00 0.01 0.00
H 2.646143 2.296038 -2.924493 0.01 0.01 0.01
H 2.515582 2.322797 1.366658 0.03 0.10 -0.03
H 4.899143 2.937808 1.432197 0.00 0.00 0.00
H -1.719164 2.325153 -2.339312 -0.01 -0.01 0.00
H -2.530460 1.262589 -4.406394 0.00 0.00 0.00
H -1.126583 -0.396162 -5.583007 0.00 0.01 0.00
H 1.105571 -0.982624 -4.692833 0.00 -0.01 0.01
H 1.922192 0.059564 -2.624307 0.00 -0.01 0.00
H 0.704800 4.571936 -2.046345 -0.01 0.00 -0.01
H -0.673591 6.596621 -1.627889 0.01 0.00 0.01
H -2.314444 6.601072 0.202596 -0.01 -0.01 -0.01
H -3.358035 5.516864 2.137971 0.00 0.00 0.00
H -3.437259 3.602562 3.689299 0.01 0.00 0.00
H -2.111960 1.621568 3.300282 -0.04 -0.05 -0.02
```
Forces are in eV/Å.

For the LUMO energy, the calculation gives -3.686 eV. Its charge is +1. As for the HOMO energy: -10.65 eV. The value obtained for the gap between HOMO and LUMO is 6.960 eV. The energy above the lowest of the compared OMol25 structures with the same formula, charge and spin is 13.09 kcal/mol.


Question: Look up the charge of the third one.
Answer: +1